Computed, not measured: a molecular structure, C31H38Br2N5O2SSb2Tc, with ωB97M-V/def2-TZVPD.

```
! wB97M-V def2-TZVPD RIJCOSX def2/J DEFGRID3
* xyz 3 4
Tc 0.3720 1.1832 0.8273
C -2.7686 -1.4685 1.3384
Sb -0.7472 -1.3244 0.7321
C 0.0656 -2.6578 2.1811
C -0.6088 -2.5583 -1.0398
C -1.8698 -3.0432 -1.6950
C -2.5239 -4.1435 -1.1429
C -3.6394 -4.7063 -1.7433
C -4.1111 -4.1882 -2.9426
C -3.4740 -3.0987 -3.5060
C -2.3650 -2.5034 -2.8953
C -1.7915 -1.2800 -3.5077
Sb -3.1012 0.3620 -2.8912
C -4.1306 0.9088 -4.6571
C -4.6738 -0.4453 -1.7018
H -3.1528 -2.4574 1.0947
H -3.3836 -0.7081 0.8687
H -2.7878 -1.3283 2.4187
H -0.5568 -3.5515 2.2123
H 0.0502 -2.1908 3.1645
H 1.0833 -2.9609 1.9392
H -0.0540 -3.4241 -0.6736
H 0.0508 -2.0269 -1.7225
H -2.1329 -4.5914 -0.2353
H -4.1218 -5.5624 -1.2918
H -4.9595 -4.6400 -3.4377
H -3.8295 -2.7025 -4.4517
H -1.8846 -1.2389 -4.5933
H -0.7758 -1.0338 -3.2207
H -4.5938 -0.0023 -5.0406
H -3.4442 1.3227 -5.3905
H -4.9086 1.6294 -4.4133
H -5.5785 -0.3813 -2.3054
H -4.7980 0.1541 -0.8054
H -4.4626 -1.4844 -1.4547
Br -3.7906 3.2092 -1.3516
C -2.1730 4.0265 -0.8333
C -2.0738 5.4244 -0.9946
C -0.9673 6.1016 -0.5706
Br -0.8697 7.9567 -0.8129
C 0.0937 5.3994 0.0667
C 1.2610 5.9944 0.5877
C 2.2060 5.2183 1.2061
C 1.9994 3.8400 1.3067
N 0.9170 3.2498 0.8302
C -0.0354 4.0069 0.2058
C -1.1631 3.2932 -0.2662
O -1.1668 1.9489 -0.0919
H -2.8940 5.9584 -1.4541
H 1.3975 7.0638 0.4976
H 3.1051 5.6521 1.6186
H 2.7324 3.2051 1.7875
C 3.6821 -0.2165 -3.2013
N 3.3803 -0.9956 -2.0084
C 3.7686 -2.4129 -1.9094
C 3.4216 -2.7556 -0.4553
N 2.5219 -1.6424 -0.0938
C 2.6652 -0.6292 -0.9688
S 2.0487 0.9741 -0.7482
H 3.3184 -0.7468 -4.0812
H 4.7594 -0.0839 -3.2875
H 3.2038 0.7564 -3.1405
H 4.8254 -2.5335 -2.1379
H 3.1870 -2.9939 -2.6273
H 4.3041 -2.7508 0.1847
H 2.9182 -3.7141 -0.3618
H 2.3218 -1.4246 0.8695
N 4.4254 -0.1767 6.6906
C 3.1847 0.3156 6.5111
O 2.4639 0.7249 7.3891
C 2.6701 0.4029 5.0796
C 1.2950 0.5660 4.9356
C 0.7688 0.7092 3.6745
N 1.5288 0.7171 2.5594
C 2.8582 0.5828 2.7010
C 3.4582 0.4146 3.9348
H 4.7616 -0.2519 7.6392
H 4.9375 -0.6592 5.9750
H 0.6697 0.5995 5.8179
H -0.3016 0.8368 3.5333
H 3.4461 0.6438 1.7930
H 4.5360 0.3376 3.9838
*
```

Summary:
**E_LUMO (spin up / spin down)**: -0.3162 / -0.3627 Ha
**HOMO (spin up / spin down)**: -15.26 / -15.33 eV
**Total energy**: -210479.7009 eV
**Energy above the lowest of the compared OMol25 structures with the same formula, charge and spin**: 14.8 kcal/mol
**HOMO-LUMO gap (spin up / spin down)**: 6.7 / 5.5 eV



Computed, not measured: 4 unconnected molecules or ions with the total composition C31H38ClO13P at a distorted geometry, with ωB97M-V/def2-TZVPD.

```
! wB97M-V def2-TZVPD RIJCOSX def2/J DEFGRID3
* xyz 0 1
C 0.7980 -3.6252 1.7742
C 1.9265 -2.7300 1.2597
C 1.8870 -1.3011 1.8100
O 0.5927 -0.8387 2.2119
P -0.5101 -0.1496 1.2213
Cl 0.0796 -0.6738 -0.7229
C -1.9091 -1.3384 1.3899
C -3.2245 -0.6441 1.0357
C -4.4116 -1.6110 0.9168
C -4.4930 -2.5704 2.1038
C -5.7068 -0.8198 0.6397
C -6.5699 -0.4209 1.8532
C -7.5282 -1.5036 2.2726
C -8.7816 -1.6252 1.8000
C -9.3680 -2.9936 1.5336
C -9.6743 -0.4401 1.5079
H 1.1149 -4.6678 1.7556
H -0.0966 -3.5421 1.1587
H 0.5428 -3.3799 2.8051
H 1.9780 -2.7402 0.1716
H 2.8560 -3.1676 1.6314
H 2.3521 -0.5898 1.1246
H 2.4773 -1.2757 2.7276
H -1.8754 -1.7274 2.4086
H -1.7427 -2.1578 0.6867
H -3.4503 0.1458 1.7585
H -3.0970 -0.1795 0.0521
H -4.2211 -2.2371 0.0378
H -3.6622 -3.2752 2.1004
H -5.4022 -3.1684 2.0397
H -4.5274 -2.0440 3.0605
H -6.3334 -1.3258 -0.0965
H -5.4000 0.1252 0.1793
H -7.1684 0.4383 1.5339
H -5.9402 -0.0620 2.6733
H -7.1760 -2.2541 2.9775
H -10.4250 -2.9317 1.2697
H -9.2738 -3.6616 2.3949
H -8.8353 -3.4504 0.7001
H -9.8297 -0.2284 0.4454
H -9.2934 0.4540 1.9969
H -10.6479 -0.6727 1.9438
C 6.2372 -5.0336 2.8331
C 7.5441 -4.7299 2.8152
C 8.1016 -3.4878 3.4878
O 9.3071 -3.3315 3.4150
C 7.1901 -2.5870 4.1546
C 5.8840 -2.8905 4.1705
C 5.3307 -4.1428 3.5160
O 4.1265 -4.3105 3.6099
O 4.9583 -2.1433 4.7488
O 8.4654 -5.4679 2.2219
H 5.8344 -5.9163 2.3573
H 7.5908 -1.6979 4.6199
H 4.1110 -2.6142 4.6101
H 9.3160 -5.0073 2.3754
C -0.0849 4.2449 -3.2412
C -0.2023 4.6502 -4.5135
C -0.0281 3.7063 -5.6840
O -0.1711 4.1828 -6.7973
C 0.2945 2.3237 -5.4208
C 0.4200 1.9184 -4.1491
C 0.2297 2.8606 -2.9775
O 0.3666 2.3749 -1.8685
O 0.7197 0.6814 -3.7907
O -0.4727 5.8992 -4.8608
H -0.2059 4.9151 -2.4017
H 0.4317 1.6599 -6.2624
H 0.7318 0.6791 -2.8092
H -0.5033 5.9006 -5.8390
C 5.9221 6.2088 -4.4448
C 4.9012 5.5533 -5.0166
C 3.7997 4.8993 -4.2044
O 2.9168 4.3470 -4.8392
C 3.8571 4.9625 -2.7643
C 4.8798 5.6164 -2.1919
C 5.9721 6.2906 -3.0036
O 6.8374 6.8657 -2.3681
O 5.0388 5.7405 -0.8867
O 4.7519 5.4143 -6.3229
H 6.7095 6.6790 -5.0162
H 3.0755 4.4817 -2.1921
H 5.8581 6.2635 -0.7662
H 3.9270 4.9021 -6.4475
*
```

Summary:
**E_LUMO**: -0.0585 Ha
**SMILES**: CCCOP(Cl)CC[C@@H](C)CCC=C(C)C.O=C1C=C(O)C(=O)C=C1O.O=C1C=C(O)C(=O)C=C1O.O=C1C=C(O)C(=O)C=C1O
**HOMO**: -8.26 eV
**Total energy**: -81190.7741 eV
**Energy above the lowest of the compared OMol25 structures with the same formula, charge and spin**: 0.0 kcal/mol
**HOMO-LUMO gap**: 6.7 eV



Computed, not measured: a molecular structure, C31H38F4NO5PTi, with ωB97M-V/def2-TZVPD.

```
! wB97M-V def2-TZVPD RIJCOSX def2/J DEFGRID3
* xyz 2 1
Ti -1.4789 0.2647 -0.0034
C -3.2217 0.4084 3.1530
C -2.6236 1.2296 2.0424
C -3.3980 1.7156 0.9563
C -4.8752 1.4334 0.8803
C -2.8043 2.5767 0.0043
C -3.5875 3.1691 -1.1291
C -1.4346 2.8977 0.1003
C -0.7991 3.7097 -0.9893
C -0.6819 2.4593 1.2112
C 0.7256 2.9365 1.4215
C -1.2647 1.5911 2.1560
C -0.4450 1.0665 3.3007
H -2.7996 -0.5969 3.1787
H -4.3007 0.3347 3.0932
H -2.9862 0.8775 4.1091
H -5.4190 2.2155 1.4166
H -5.1471 0.4851 1.3305
H -5.2336 1.4338 -0.1432
H -3.3247 2.6775 -2.0690
H -3.3388 4.2241 -1.2378
H -4.6595 3.1016 -0.9863
H -0.9955 4.7742 -0.8348
H -1.1996 3.4373 -1.9637
H 0.2773 3.5717 -1.0208
H 0.9199 3.8595 0.8848
H 1.4550 2.1940 1.0907
H 0.9032 3.1280 2.4781
H -0.5367 1.7318 4.1637
H 0.6091 1.0039 3.0426
H -0.7749 0.0784 3.6082
C 4.8086 -3.7544 1.2582
C 4.9536 -2.6912 0.1873
C 6.1924 -1.8348 0.3910
C 6.3829 -0.9078 -0.7956
C 5.1248 -0.1369 -1.0813
C 5.1715 1.0329 -1.8045
C 4.0131 1.7689 -2.0503
F 4.1124 2.8851 -2.7645
C 2.7948 1.3855 -1.5657
C 2.7199 0.2053 -0.8145
C 1.4557 -0.2195 -0.2746
O 0.4049 0.5045 -0.5211
C 1.4311 -1.3993 0.4656
C 2.5975 -2.1453 0.6010
N 3.7597 -1.7780 0.1052
C 3.8746 -0.5738 -0.5933
C 0.1956 -1.9411 1.0741
O 0.0814 -3.0541 1.5044
O -0.8084 -1.0500 1.1299
H 5.7400 -4.3173 1.2892
H 4.0189 -4.4753 1.0517
H 4.6543 -3.3140 2.2446
H 5.0085 -3.1662 -0.7968
H 7.0523 -2.4940 0.4992
H 6.0981 -1.2712 1.3233
H 6.6566 -1.4905 -1.6800
H 7.1996 -0.2083 -0.6187
H 6.1125 1.4047 -2.1903
H 1.9089 1.9675 -1.7714
H 2.5470 -3.0835 1.1323
C -4.6940 -1.2115 -1.4545
P -3.3017 -1.5960 -0.3598
C -3.9909 -2.3065 1.1579
C -2.5193 -3.0353 -1.1390
H -5.1741 -2.1396 -1.7684
H -4.3301 -0.6865 -2.3375
H -5.4367 -0.5972 -0.9516
H -4.6224 -3.1588 0.9030
H -4.5897 -1.5860 1.7094
H -3.1710 -2.6529 1.7884
H -3.2318 -3.8614 -1.1029
H -1.6212 -3.3311 -0.5977
H -2.2748 -2.8334 -2.1785
F -0.3239 -1.4844 -2.2288
C -0.3786 -0.6348 -3.2880
F -1.0185 -1.2666 -4.2636
F 0.8676 -0.3886 -3.6598
C -1.1222 0.6789 -2.9266
O -1.0140 1.6307 -3.6370
O -1.8750 0.6230 -1.8445
*
```

Summary:
**E_LUMO**: -0.2528 Ha
**HOMO**: -14.36 eV
**Total energy**: -87758.3583 eV
**Energy above the lowest of the compared OMol25 structures with the same formula, charge and spin**: 1.2 kcal/mol
**HOMO-LUMO gap**: 7.5 eV



Computed, not measured: a molecular structure, C31H38FNNiPSi2, with ωB97M-V/def2-TZVPD.

```
! wB97M-V def2-TZVPD RIJCOSX def2/J DEFGRID3
* xyz -1 3
Ni -0.3023 0.2036 0.7332
C -0.8084 -0.4663 5.5566
Si -1.1127 0.1188 3.7805
C -2.6373 -0.8103 3.1949
C -1.6573 1.9030 3.9834
N 0.1990 -0.0451 2.6673
C 1.5134 -0.3078 2.9072
C 2.0993 -0.7571 4.1125
C 3.4573 -1.0052 4.2464
C 4.3413 -0.8332 3.1917
C 3.8182 -0.3970 1.9785
C 2.4727 -0.1530 1.8817
F 2.0188 0.2832 0.6564
H -1.7393 -0.2671 6.0985
H -0.0149 0.0900 6.0581
H -0.5989 -1.5341 5.6454
H -3.4696 -0.5653 3.8621
H -2.5031 -1.8929 3.2201
H -2.9185 -0.5271 2.1784
H -2.5049 1.9660 4.6718
H -1.9554 2.3014 3.0166
H -0.8471 2.5200 4.3817
H 1.4668 -0.9352 4.9676
H 3.8213 -1.3518 5.2072
H 5.3986 -1.0340 3.2990
H 4.4254 -0.2438 1.0947
C 4.7938 -1.7548 -1.8791
C 4.4686 -0.5871 -2.5588
C 3.1421 -0.2134 -2.6979
C 2.1143 -1.0038 -2.1819
C 2.4507 -2.1722 -1.5049
C 3.7818 -2.5413 -1.3512
P 0.3948 -0.3724 -2.3431
C 0.1491 -0.5706 -4.1541
C 0.7844 -1.5359 -4.9350
C 0.5234 -1.6335 -6.2935
C -0.3812 -0.7673 -6.8937
C -1.0185 0.1994 -6.1304
C -0.7486 0.2983 -4.7717
C -0.5533 -1.7166 -1.5824
C -1.0159 -2.8518 -2.2428
C -1.5721 -3.8913 -1.5129
C -1.6172 -3.7995 -0.1267
C -1.1609 -2.6535 0.5147
C -0.6571 -1.5517 -0.1874
H 5.8306 -2.0418 -1.7529
H 5.2507 0.0413 -2.9677
H 2.8996 0.7126 -3.2089
H 1.6702 -2.7868 -1.0741
H 4.0233 -3.4459 -0.8067
H 1.4960 -2.2106 -4.4731
H 1.0271 -2.3883 -6.8852
H -0.5837 -0.8439 -7.9551
H -1.7206 0.8837 -6.5903
H -1.2383 1.0615 -4.1770
H -0.9372 -2.9344 -3.3215
H -1.9479 -4.7732 -2.0190
H -2.0186 -4.6208 0.4579
H -1.2044 -2.6117 1.5957
C -1.3855 4.6363 1.4257
Si -2.3222 3.4262 0.3175
C -4.1192 3.3328 0.9019
C -2.3752 4.2680 -1.3807
C -1.5250 1.7739 0.2136
H -1.8751 5.6147 1.4138
H -0.3654 4.7733 1.0569
H -1.3240 4.2979 2.4588
H -4.6432 4.2837 0.7724
H -4.1767 3.0528 1.9564
H -4.6569 2.5704 0.3322
H -2.8648 5.2450 -1.3355
H -2.9174 3.6507 -2.1021
H -1.3637 4.4120 -1.7693
H -1.9464 1.3064 -0.6937
H -0.5268 2.1737 -0.1488
*
```

Summary:
**E_LUMO (spin up / spin down)**: 0.1002 / 0.1001 Ha
**HOMO (spin up / spin down)**: -4.26 / -4.41 eV
**Total energy**: -103061.2542 eV
**HOMO-LUMO gap (spin up / spin down)**: 7.0 / 7.1 eV



Computed, not measured: a molecular structure, C31H38N2P2Si2Te4Zr, with ωB97M-V/def2-TZVPD.

```
! wB97M-V def2-TZVPD RIJCOSX def2/J DEFGRID3
* xyz 0 1
Zr 0.5595 0.4355 -0.7997
C 2.2819 -2.8516 -3.0521
Si 0.5751 -2.1856 -3.4089
C 0.6081 -1.0588 -4.9077
C -0.5439 -3.6064 -3.9044
N -0.0173 -1.3522 -1.9925
P -0.9747 -1.9389 -0.8078
C -0.6985 -0.8572 0.4244
P -1.2012 0.3984 1.3952
N -0.4822 1.6867 0.6984
Si -0.9217 3.3704 0.8510
C -1.6543 3.7246 2.5408
C -2.2426 3.8723 -0.3890
C 0.5842 4.4529 0.6293
C -0.6361 0.1562 3.0940
C -1.0548 -0.9757 3.7928
C -0.5786 -1.2226 5.0690
C 0.3357 -0.3493 5.6479
C 0.7767 0.7613 4.9462
C 0.2932 1.0133 3.6688
C -2.9998 0.6185 1.4598
C -3.7594 0.5536 2.6236
C -5.1373 0.7180 2.5650
C -5.7607 0.9534 1.3486
C -5.0071 1.0274 0.1842
C -3.6342 0.8585 0.2409
C -0.5441 -3.6345 -0.3228
C -1.2658 -4.7613 -0.7042
C -0.8535 -6.0244 -0.3018
C 0.2842 -6.1690 0.4772
C 1.0085 -5.0486 0.8660
C 0.5902 -3.7879 0.4751
C -2.7030 -1.9992 -1.3342
C -3.0890 -1.3687 -2.5132
C -4.4323 -1.2928 -2.8537
C -5.3933 -1.8409 -2.0155
C -5.0136 -2.4588 -0.8310
C -3.6727 -2.5347 -0.4892
H 2.7286 -3.3230 -3.9308
H 2.2423 -3.5927 -2.2489
H 2.9409 -2.0447 -2.7223
H 0.4888 -1.6644 -5.8099
H 1.5536 -0.5235 -5.0111
H -0.1970 -0.3221 -4.8857
H -0.1308 -4.0200 -4.8298
H -1.5644 -3.2816 -4.1191
H -0.5819 -4.4183 -3.1800
H -2.5470 3.1260 2.7345
H -1.9633 4.7744 2.5587
H -0.9538 3.5738 3.3634
H -3.2383 3.7655 0.0480
H -2.2191 3.2697 -1.2985
H -2.1106 4.9177 -0.6777
H 1.4090 4.1406 1.2729
H 0.3282 5.4870 0.8754
H 0.9365 4.4232 -0.4030
H -1.7439 -1.6718 3.3265
H -0.9090 -2.1003 5.6095
H 0.7133 -0.5461 6.6432
H 1.5065 1.4280 5.3868
H 0.6560 1.8601 3.1008
H -3.2809 0.3879 3.5801
H -5.7215 0.6686 3.4749
H -6.8346 1.0843 1.3072
H -5.4865 1.2127 -0.7683
H -3.0469 0.9161 -0.6690
H -2.1517 -4.6535 -1.3175
H -1.4221 -6.8960 -0.5996
H 0.6059 -7.1547 0.7880
H 1.8931 -5.1589 1.4797
H 1.1310 -2.9039 0.7938
H -2.3339 -0.9243 -3.1519
H -4.7280 -0.8046 -3.7736
H -6.4410 -1.7818 -2.2814
H -5.7635 -2.8741 -0.1702
H -3.3776 -3.0056 0.4420
Te 0.1030 2.4053 -2.9430
Te 2.5939 1.3249 -3.0189
Te 3.3504 2.1112 -0.5170
Te 2.9327 -0.3037 0.6347
*
```

Summary:
**E_LUMO**: -0.0227 Ha
**HOMO**: -7.10 eV
**Total energy**: -100538.8122 eV
**Energy above the lowest of the compared OMol25 structures with the same formula, charge and spin**: 0.0 kcal/mol
**HOMO-LUMO gap**: 6.5 eV



Computed, not measured: a single C31H38N4O6 molecule, with ωB97M-V/def2-TZVPD.

```
! wB97M-V def2-TZVPD RIJCOSX def2/J DEFGRID3
* xyz 0 1
C 0.0805 2.5351 -3.1405
H 0.9346 3.2040 -3.1859
H 0.4328 1.5168 -2.9978
H -0.4609 2.5854 -4.0819
C -0.8364 2.9324 -1.9838
C -0.1117 2.7778 -0.6500
H 0.0666 1.7252 -0.4498
H -0.7091 3.1824 0.1615
H 0.8411 3.2985 -0.6845
C -1.3641 4.3548 -2.1655
H -0.5362 5.0574 -2.1391
H -1.8778 4.4488 -3.1201
H -2.0582 4.5998 -1.3658
O -1.9459 1.9961 -2.0853
C -2.8610 1.9070 -1.1381
O -2.9839 2.6170 -0.1773
C -3.8908 0.8252 -1.5271
N -3.2181 -0.3976 -1.8895
C -2.1137 -0.8420 -1.2703
O -1.4532 -0.1697 -0.4839
C -1.7549 -2.2111 -1.6693
C -0.5734 -2.9213 -1.5222
N -0.8317 -4.1540 -2.0483
C -2.1091 -4.1582 -2.4763
N -2.6890 -3.0088 -2.2696
H -2.5837 -5.0051 -2.9300
H -0.1333 -4.8825 -2.0865
C 0.8059 -2.6326 -1.0695
O 1.6758 -3.4833 -1.1900
N 0.9953 -1.3966 -0.5899
C 2.2966 -0.9361 -0.1600
C 2.0969 -0.0261 1.0566
O 2.4767 1.1138 1.1121
O 1.4281 -0.6844 1.9844
C 0.9499 -0.0261 3.1891
C 0.0130 1.1185 2.8081
H -0.4788 1.5005 3.6982
H -0.7427 0.7663 2.1084
H 0.5706 1.9264 2.3427
C 2.1304 0.4695 4.0223
H 2.6803 1.2353 3.4825
H 1.7654 0.8891 4.9557
H 2.8046 -0.3548 4.2454
C 0.1895 -1.1285 3.9240
H -0.2206 -0.7443 4.8534
H -0.6197 -1.4914 3.2967
H 0.8570 -1.9571 4.1464
C 3.0447 -0.2031 -1.2885
C 4.5247 -0.1991 -1.0298
C 5.2665 -1.3519 -1.2606
C 6.6265 -1.3742 -1.0114
C 7.2608 -0.2432 -0.5249
C 6.5274 0.9063 -0.2870
C 5.1663 0.9284 -0.5377
H 4.5921 1.8204 -0.3391
H 7.0175 1.7895 0.0965
H 8.3234 -0.2594 -0.3303
H 7.1936 -2.2749 -1.1971
H 4.7709 -2.2351 -1.6387
H 2.6672 0.8179 -1.3588
H 2.8365 -0.7285 -2.2230
H 2.8709 -1.8216 0.1425
H 0.1789 -0.7938 -0.4578
H -3.7204 -1.0869 -2.4335
H -4.3956 1.2060 -2.4245
C -4.9359 0.6023 -0.4125
C -4.3949 -0.2587 0.6942
C -3.8330 0.3098 1.8290
C -3.3269 -0.4919 2.8361
C -3.3628 -1.8710 2.7150
C -3.9103 -2.4454 1.5815
C -4.4286 -1.6437 0.5802
H -4.8661 -2.1037 -0.2952
H -3.9386 -3.5206 1.4766
H -2.9694 -2.4974 3.5029
H -2.9029 -0.0390 3.7200
H -3.7843 1.3846 1.9129
H -5.8142 0.1257 -0.8533
H -5.2178 1.5809 -0.0232
*
```

Summary:
**E_LUMO**: 0.0192 Ha
**SMILES**: CC(C)(C)OC(=O)[C@H](Cc1ccccc1)NC(=O)c1nc[nH]c1C(=O)N[C@@H](Cc1ccccc1)C(=O)OC(C)(C)C
**HOMO**: -8.84 eV
**Total energy**: -51013.0464 eV
**Energy above the lowest of the compared OMol25 structures with the same formula, charge and spin**: 34.5 kcal/mol
**HOMO-LUMO gap**: 9.4 eV



Q: Which formula does entry 6 have?
A: C31H38N4O6



Q: Among the records above, which one has the lowest total energy?
A: C31H38Br2N5O2SSb2Tc